<A>
Here is a cluster of 2 separate species, C3H11NS in total from OMol25. Energies are from wB97M-V/def2-TZVPD.

The net charge is 0. The LUMO energy comes out at 0.80 eV. The SMILES is CCN.CS. The value obtained for the highest occupied orbital energy is -9.181 eV. The gap between HOMO and LUMO is 10.0 eV.

The geometry in XYZ format:
```
16
Properties=species:S:1:pos:R:3:lowdin_charge:R:1
C 0.758 0.469 -1.962 -0.105
C 0.815 0.914 -0.470 -0.325
N 0.482 2.377 -0.554 -0.062
H 0.968 -0.576 -2.066 0.048
H -0.325 0.603 -2.238 0.087
H 1.447 1.039 -2.493 0.042
H 0.116 0.392 0.196 0.061
H 1.825 0.758 -0.143 0.090
H 0.464 2.784 0.439 0.079
H -0.563 2.480 -0.708 0.076
C -1.101 -1.679 2.140 -0.474
S -1.404 -2.416 0.473 0.558
H -0.526 -2.323 2.820 0.038
H -0.840 -0.648 1.914 -0.006
H -2.068 -1.572 2.593 0.008
H -0.050 -2.601 0.060 -0.114
```



<B>
Here is a cluster of 2 separate species, C3H11NS in total from OMol25. Energies are from wB97M-V/def2-TZVPD.

The net charge is 0. The LUMO energy comes out at 0.95 eV. The SMILES is CSC.CN. The value obtained for the highest occupied orbital energy is -8.616 eV. The gap between HOMO and LUMO is 9.6 eV.

The geometry in XYZ format:
```
16
Properties=species:S:1:pos:R:3:lowdin_charge:R:1
C -3.359 -2.240 -0.068 -0.435
S -1.726 -2.427 -0.983 0.705
C -1.763 -4.190 -1.455 -0.457
H -4.039 -1.597 -0.703 0.024
H -4.112 -3.016 0.302 0.059
H -3.083 -1.621 0.828 0.017
H -2.666 -4.740 -0.918 0.074
H -0.887 -4.704 -1.096 0.008
H -2.001 -4.428 -2.471 0.006
C 3.909 4.493 0.852 -0.183
N 2.800 3.482 1.152 -0.107
H 3.567 5.560 0.598 0.073
H 4.546 4.490 1.779 0.067
H 4.445 4.058 -0.005 0.056
H 2.317 3.041 0.386 0.029
H 2.053 3.840 1.801 0.064
```



<A> is favored, and the nearest alternative lies 0.0207 hartree above it.



<A>
Here is a cluster of 2 separate species, C3H11NS in total from OMol25. Energies are from wB97M-V/def2-TZVPD.

The net charge is 0. The LUMO energy comes out at 0.28 eV. The value obtained for the highest occupied orbital energy is -6.529 eV. The gap between HOMO and LUMO is 6.8 eV.

The geometry in XYZ format:
```
16
Properties=species:S:1:pos:R:3:lowdin_charge:R:1
C -2.495 -0.277 -0.035 -0.617
S -1.565 0.397 -1.469 0.261
H -3.526 -0.336 -0.373 -0.011
H -2.373 0.372 0.827 -0.012
H -2.176 -1.289 0.228 -0.006
C 1.008 0.895 1.037 -0.042
N 1.236 0.501 -0.365 -0.148
C 1.186 -0.970 -0.550 -0.084
H 0.785 1.959 1.082 0.100
H 1.843 0.596 1.662 0.094
H 0.116 0.376 1.384 0.085
H 0.373 0.866 -0.911 -0.017
H 2.103 0.881 -0.741 0.161
H 1.241 -1.228 -1.598 0.089
H 2.014 -1.446 -0.021 0.094
H 0.231 -1.299 -0.156 0.056
```



<B>
Here is a cluster of 2 separate species, C3H11NS in total from OMol25. Energies are from wB97M-V/def2-TZVPD.

The net charge is 0. The LUMO energy comes out at 0.69 eV. The SMILES is CNC.CS. The value obtained for the highest occupied orbital energy is -7.456 eV. The gap between HOMO and LUMO is 8.1 eV.

The geometry in XYZ format:
```
16
Properties=species:S:1:pos:R:3:lowdin_charge:R:1
C 1.352 -1.548 0.667 -0.125
N 1.041 -0.250 0.160 -0.263
C 0.888 0.815 1.171 -0.084
H 1.519 -2.211 -0.196 0.099
H 2.273 -1.568 1.275 0.084
H 0.561 -1.873 1.362 0.097
H 1.690 0.054 -0.576 0.138
H 0.151 0.439 1.888 0.085
H 0.620 1.793 0.746 0.090
H 1.865 0.900 1.743 0.097
C -2.451 0.881 -1.550 -0.572
S -1.307 -0.514 -1.711 0.427
H -2.173 1.786 -2.089 0.010
H -3.443 0.539 -1.838 0.007
H -2.424 1.133 -0.494 -0.004
H -0.161 -0.378 -0.559 -0.087
```



<B> is favored, and the nearest alternative lies 0.0091 hartree above it.



<A>
Here is an isolated molecule of C2H4N2O2 from OMol25. Energies are from wB97M-V/def2-TZVPD.

The net charge is 0. The LUMO energy comes out at 0.66 eV. The SMILES is NC(=O)NC=O. The value obtained for the highest occupied orbital energy is -10.443 eV. The gap between HOMO and LUMO is 11.1 eV.

The geometry in XYZ format:
```
10
Properties=species:S:1:pos:R:3:lowdin_charge:R:1
N -1.013 -0.872 1.208 0.124
C -0.291 0.187 0.625 -0.569
O -0.168 1.290 1.106 0.085
N 0.309 -0.223 -0.557 0.124
C 1.089 0.606 -1.346 -0.296
O 1.778 0.195 -2.247 0.055
H -1.947 -0.913 0.837 0.094
H -1.096 -0.718 2.199 0.091
H 0.330 -1.213 -0.764 0.153
H 1.009 1.663 -1.061 0.140
```



<B>
Here is an isolated molecule of C2H4N2O2 from OMol25. Energies are from wB97M-V/def2-TZVPD.

The net charge is 0. The LUMO energy comes out at 0.95 eV. The SMILES is [H]/N=C/ON1CO1. The value obtained for the highest occupied orbital energy is -9.680 eV. The gap between HOMO and LUMO is 10.6 eV.

The geometry in XYZ format:
```
10
Properties=species:S:1:pos:R:3:lowdin_charge:R:1
H -2.334 0.822 -2.019 0.040
N -1.917 0.400 -1.217 0.112
C -0.711 0.139 -1.295 -0.400
O 0.218 -0.362 -0.527 -0.033
N -0.093 -0.453 0.963 0.046
C 1.159 -0.046 1.578 -0.145
O 0.805 -1.335 1.454 0.005
H -0.199 0.202 -2.284 0.134
H 2.006 0.097 0.887 0.132
H 1.066 0.535 2.460 0.109
```



<C>
Here is an isolated molecule of C2H4N2O2 from OMol25. Energies are from wB97M-V/def2-TZVPD.

The net charge is 0. The LUMO energy (alpha / beta) comes out at 0.21 / 0.21 eV. The SMILES is [H]/N=C/[N+]([O-])=C/O. The value obtained for the highest occupied orbital energy (alpha / beta) is -8.702 / -8.702 eV. The gap between HOMO and LUMO (alpha / beta) is 8.9 / 8.9 eV.

The geometry in XYZ format:
```
10
Properties=species:S:1:pos:R:3:lowdin_charge:R:1
H 2.549 -1.277 0.013 0.059
N 1.652 -0.905 0.305 0.128
C 0.918 -0.497 -0.630 -0.180
N -0.223 0.279 -0.309 -0.228
O -1.089 0.307 -1.288 -0.150
C -0.690 0.492 0.899 -0.138
O -1.916 0.941 0.957 0.097
H 1.096 -0.533 -1.708 0.138
H -0.100 0.309 1.779 0.145
H -2.197 0.885 -0.017 0.129
```



<A> is favored, and the nearest alternative lies 0.1278 hartree above it.



<A>
Here is a cluster of 2 separate species, C2H4N2O2 in total from OMol25. Energies are from wB97M-V/def2-TZVPD.

The net charge is 0. The LUMO energy comes out at 0.43 eV. The SMILES is C=[NH+][O-].C#[N+][O-]. The value obtained for the highest occupied orbital energy is -9.496 eV. The gap between HOMO and LUMO is 9.9 eV.

The geometry in XYZ format:
```
10
Properties=species:S:1:pos:R:3:lowdin_charge:R:1
C 1.029 0.086 2.840 0.064
N 0.088 -0.036 2.033 -0.204
O -0.455 0.804 1.234 -0.123
H 1.515 -0.757 3.148 0.062
H 1.324 0.982 3.259 0.078
H -0.167 -1.035 1.928 0.176
C -1.093 0.218 -1.670 0.175
N -1.311 0.091 -2.807 -0.215
O -1.826 -0.218 -3.839 -0.003
H -1.024 0.366 -0.685 -0.009
```



<B>
Here is a cluster of 2 separate species, C2H4N2O2 in total from OMol25. Energies are from wB97M-V/def2-TZVPD.

The net charge is 0. The LUMO energy comes out at 1.05 eV. The SMILES is N#[N+][O-].CC=O. The value obtained for the highest occupied orbital energy is -10.023 eV. The gap between HOMO and LUMO is 11.1 eV.

The geometry in XYZ format:
```
10
Properties=species:S:1:pos:R:3:lowdin_charge:R:1
N -2.631 -0.623 1.097 0.232
N -3.064 -0.556 0.082 -0.326
O -3.535 -0.304 -0.943 0.103
C 1.943 0.422 -0.140 -0.025
C 0.478 -0.065 0.055 -0.272
O -0.432 0.582 -0.378 0.029
H 2.067 1.397 -0.520 0.066
H 2.464 -0.272 -0.698 0.047
H 2.341 0.363 0.832 0.057
H 0.371 -0.946 0.614 0.089
```



<C>
Here is a structure of composition C2H4N2O2 from OMol25. Energies are from wB97M-V/def2-TZVPD.

The net charge is 0. The LUMO energy comes out at 0.62 eV. The value obtained for the highest occupied orbital energy is -8.671 eV. The gap between HOMO and LUMO is 9.3 eV.

The geometry in XYZ format:
```
10
Properties=species:S:1:pos:R:3:lowdin_charge:R:1
C 0.751 -0.362 -0.850 -0.132
C -0.354 0.362 -1.077 -0.132
O 1.539 0.619 1.043 -0.042
O -1.826 -0.619 0.351 -0.042
N 0.763 -0.420 0.521 -0.033
N -0.907 0.420 0.178 -0.033
H 1.373 0.541 1.996 0.103
H -2.049 -0.541 1.292 0.103
H 1.440 -0.891 -1.504 0.104
H -0.729 0.890 -1.950 0.104
```



<D>
Here is an isolated molecule of C2H4N2O2 from OMol25. Energies are from wB97M-V/def2-TZVPD.

The net charge is 0. The LUMO energy comes out at 0.01 eV. The SMILES is C=CNON=O. The value obtained for the highest occupied orbital energy is -8.812 eV. The gap between HOMO and LUMO is 8.8 eV.

The geometry in XYZ format:
```
10
Properties=species:S:1:pos:R:3:lowdin_charge:R:1
C 0.497 1.444 0.075 -0.020
C 0.831 0.212 0.411 -0.267
N 0.621 -0.961 -0.306 -0.039
O -0.598 -1.176 -0.934 -0.101
N -1.726 -0.840 -0.084 -0.021
O -2.763 -1.021 -0.557 0.092
H -0.082 1.525 -0.882 0.074
H 0.965 2.277 0.658 0.071
H 1.403 0.256 1.299 0.092
H 0.852 -1.717 0.320 0.118
```



<B> is favored, and the nearest alternative lies 0.1057 hartree above it.